H2N2O3 | ωB97M-V with the def2-TZVPD basis set

Values from the calculation:
ΔE to the lowest compared entry with this formula, charge and spin: 100.9 kJ/mol
HOMO: -10.238 eV
Structure (SMILES): O=NN=O.O
Kohn-Sham gap: 0.333 Eh

Geometry as ORCA input:
```
! wB97M-V def2-TZVPD RIJCOSX def2/J DEFGRID3
* xyz 0 1
N 1.244 -0.206 -1.028
N 0.375 -0.897 -0.637
O 2.314 0.262 -0.774
O -0.677 -1.483 -0.873
O -0.661 0.849 1.114
H -1.275 0.203 0.522
H -1.319 1.272 1.676
*
```

Let us look at the Mulliken charges, expressed in e, one per atom: number 1, N, carries 0.54; number 2, N, carries 0.38; number 3, O, carries -0.46; number 4, O, carries -0.49; number 5, O, carries -0.64; number 6, H, carries 0.35; number 7, H, carries 0.31



H2N2O3 | ωB97M-V with the def2-TZVPD basis set

Values from the calculation:
ΔE to the lowest compared entry with this formula, charge and spin: 244.0 kJ/mol
HOMO (alpha / beta): -5.538 / -11.613 eV
<S²>: 2.012
Kohn-Sham gap (alpha / beta): 0.211 / 0.388 Eh

Geometry as ORCA input:
```
! wB97M-V def2-TZVPD RIJCOSX def2/J DEFGRID3
* xyz 0 3
N 3.019 0.537 -0.272
N 2.198 -0.056 0.180
O -2.293 -0.060 0.276
O 1.111 -0.439 0.452
O -1.007 -0.112 -0.430
H -0.297 -0.142 0.320
H -2.730 0.271 -0.525
*
```

Let us look at the Mulliken charges, expressed in e, one per atom: number 1, N, carries -0.31; number 2, N, carries 0.85; number 3, O, carries -0.31; number 4, O, carries -0.57; number 5, O, carries -0.42; number 6, H, carries 0.43; number 7, H, carries 0.34



H2N2O3S | ωB97M-V with the def2-TZVPD basis set

Values from the calculation:
ΔE to the lowest compared entry with this formula, charge and spin: 119.5 kJ/mol
HOMO (alpha / beta): -10.057 / -10.057 eV
Kohn-Sham gap (alpha / beta): 0.342 / 0.342 Eh

Geometry as ORCA input:
```
! wB97M-V def2-TZVPD RIJCOSX def2/J DEFGRID3
* xyz 0 1
N -0.204 -0.031 -1.064
N 0.374 0.666 -0.357
O -0.616 -0.414 1.774
O -1.102 -2.548 0.790
O 1.323 1.521 -0.907
S -1.499 -1.159 0.877
H 0.408 0.739 0.770
H 1.318 1.226 -1.883
*
```

Let us look at the Mulliken charges, expressed in e, one per atom: number 1, N, carries -0.82; number 2, N, carries 0.66; number 3, O, carries -0.54; number 4, O, carries -0.41; number 5, O, carries -0.51; number 6, S, carries 0.79; number 7, H, carries 0.40; number 8, H, carries 0.42



H2N2O3S | ωB97M-V with the def2-TZVPD basis set

Values from the calculation:
ΔE to the lowest compared entry with this formula, charge and spin: 58.5 kJ/mol
HOMO: -10.633 eV
Structure (SMILES): [H]/N=N/S(=O)(=O)O
Kohn-Sham gap: 0.366 Eh

Geometry as ORCA input:
```
! wB97M-V def2-TZVPD RIJCOSX def2/J DEFGRID3
* xyz 0 1
N -0.001 -0.360 -0.527
N -1.137 -0.857 -0.521
O -2.752 -0.972 1.137
O -3.459 0.168 -1.009
O -2.220 1.583 0.575
S -2.514 -0.035 0.062
H 0.753 -1.120 -0.767
H -3.058 1.950 0.296
*
```

Let us look at the Mulliken charges, expressed in e, one per atom: number 1, N, carries -0.38; number 2, N, carries 0.15; number 3, O, carries -0.51; number 4, O, carries -0.57; number 5, O, carries -0.45; number 6, S, carries 1.15; number 7, H, carries 0.27; number 8, H, carries 0.35



H2N2O3S | ωB97M-V with the def2-TZVPD basis set

Values from the calculation:
ΔE to the lowest compared entry with this formula, charge and spin: 226.0 kJ/mol
HOMO (alpha / beta): -9.742 / -8.859 eV
Kohn-Sham gap (alpha / beta): 0.309 / 0.261 Eh

Geometry as ORCA input:
```
! wB97M-V def2-TZVPD RIJCOSX def2/J DEFGRID3
* xyz 0 1
N -1.470 -0.422 0.037
N 1.523 0.063 -0.396
O 2.002 1.127 -0.688
O 1.716 -1.095 -0.820
O -0.591 1.144 1.800
S -0.278 -0.159 1.290
H -1.056 -1.017 -0.727
H -1.846 0.359 -0.498
*
```

Let us look at the Mulliken charges, expressed in e, one per atom: number 1, N, carries -0.54; number 2, N, carries 0.56; number 3, O, carries -0.44; number 4, O, carries -0.43; number 5, O, carries -0.41; number 6, S, carries 0.65; number 7, H, carries 0.32; number 8, H, carries 0.30



H2N2O4S | ωB97M-V with the def2-TZVPD basis set

Values from the calculation:
ΔE to the lowest compared entry with this formula, charge and spin: 535.3 kJ/mol
HOMO: -8.959 eV
Kohn-Sham gap: 0.339 Eh

Geometry as ORCA input:
```
! wB97M-V def2-TZVPD RIJCOSX def2/J DEFGRID3
* xyz 0 1
N 0.821 0.763 0.426
N 1.420 -0.243 0.601
O 1.165 1.884 0.403
O -1.355 1.574 -0.407
O -0.104 -2.398 -0.427
O -0.748 0.472 0.098
S 1.319 -1.891 0.243
H -2.015 1.824 0.249
H -0.504 -1.984 -1.187
*
```

Let us look at the Mulliken charges, expressed in e, one per atom: number 1, N, carries 1.17; number 2, N, carries -0.56; number 3, O, carries -0.58; number 4, O, carries -0.31; number 5, O, carries -0.45; number 6, O, carries -0.25; number 7, S, carries 0.28; number 8, H, carries 0.34; number 9, H, carries 0.35



H2N2O5S2 | ωB97M-V with the def2-TZVPD basis set

Values from the calculation:
ΔE to the lowest compared entry with this formula, charge and spin: 119.4 kJ/mol
HOMO (alpha / beta): 0.025 / 0.022 eV
Kohn-Sham gap (alpha / beta): 0.235 / 0.235 Eh

Geometry as ORCA input:
```
! wB97M-V def2-TZVPD RIJCOSX def2/J DEFGRID3
* xyz -2 1
N -1.180 1.156 -0.377
N 0.010 0.675 -0.919
O 0.672 0.955 1.597
O 1.193 -1.877 0.560
O 1.866 2.257 -0.027
O -1.226 -1.746 0.353
O 0.089 -2.392 -1.624
S 1.401 0.860 0.324
S 0.059 -1.616 -0.330
H -0.929 1.370 0.573
H -1.956 0.358 -0.129
*
```

Let us look at the Mulliken charges, expressed in e, one per atom: number 1, N, carries -0.54; number 2, N, carries -0.31; number 3, O, carries -0.63; number 4, O, carries -0.56; number 5, O, carries -0.68; number 6, O, carries -0.66; number 7, O, carries -0.69; number 8, S, carries 0.49; number 9, S, carries 0.99; number 10, H, carries 0.32; number 11, H, carries 0.29



H2N2O5Si | ωB97M-V with the def2-TZVPD basis set

Values from the calculation:
ΔE to the lowest compared entry with this formula, charge and spin: 530.5 kJ/mol
HOMO (alpha / beta): -10.714 / -9.549 eV
Kohn-Sham gap (alpha / beta): 0.360 / 0.303 Eh

Geometry as ORCA input:
```
! wB97M-V def2-TZVPD RIJCOSX def2/J DEFGRID3
* xyz 0 1
N -2.054 0.254 0.428
N -0.055 -2.002 0.109
O -0.585 -2.533 1.065
O -2.317 0.959 1.400
O 0.413 -2.645 -0.787
O -2.924 0.085 -0.519
O -2.434 -0.613 -1.448
Si -0.190 -0.244 0.389
H 0.194 0.320 -1.053
H 0.169 -0.176 1.722
*
```

Let us look at the Mulliken charges, expressed in e, one per atom: number 1, N, carries 0.62; number 2, N, carries 0.94; number 3, O, carries -0.53; number 4, O, carries -0.59; number 5, O, carries -0.56; number 6, O, carries 0.10; number 7, O, carries -0.40; number 8, Si, carries 0.44; number 9, H, carries 0.01; number 10, H, carries -0.03



H2N3O2S | ωB97M-V with the def2-TZVPD basis set

Values from the calculation:
ΔE to the lowest compared entry with this formula, charge and spin: 220.2 kJ/mol
HOMO: -3.722 eV
Structure (SMILES): [H]/N=N\[N@+]([O-])(O)[S-]
Kohn-Sham gap: 0.285 Eh

Geometry as ORCA input:
```
! wB97M-V def2-TZVPD RIJCOSX def2/J DEFGRID3
* xyz -1 1
N -0.493 1.731 0.584
N -0.418 1.200 -0.466
N 0.388 -0.237 -0.404
O -0.821 -1.268 0.168
O 0.691 -0.589 -1.536
S 1.505 -0.178 0.864
H 0.038 1.222 1.358
H -0.890 -1.881 -0.568
*
```

Let us look at the Mulliken charges, expressed in e, one per atom: number 1, N, carries -0.33; number 2, N, carries 0.03; number 3, N, carries 0.48; number 4, O, carries -0.52; number 5, O, carries -0.70; number 6, S, carries -0.46; number 7, H, carries 0.23; number 8, H, carries 0.28



H2N3O2S | ωB97M-V with the def2-TZVPD basis set

Values from the calculation:
ΔE to the lowest compared entry with this formula, charge and spin: 413.8 kJ/mol
HOMO (alpha / beta): -2.583 / -3.416 eV
<S²>: 2.023
Kohn-Sham gap (alpha / beta): 0.246 / 0.234 Eh

Geometry as ORCA input:
```
! wB97M-V def2-TZVPD RIJCOSX def2/J DEFGRID3
* xyz -1 3
N 1.079 -0.635 -0.886
N -0.153 0.679 -0.497
N 1.438 0.363 -0.080
O -0.739 0.602 0.732
O 1.704 0.141 1.114
S 2.428 1.359 -0.928
H 1.098 -1.450 -0.297
H 0.073 0.556 1.306
*
```

Let us look at the Mulliken charges, expressed in e, one per atom: number 1, N, carries -0.52; number 2, N, carries -0.18; number 3, N, carries 0.70; number 4, O, carries -0.33; number 5, O, carries -0.76; number 6, S, carries -0.49; number 7, H, carries 0.20; number 8, H, carries 0.37